C29H74N2O8 | ωB97M-V/def2-TZVPD

ORCA input file:
```
! RIJCOSX wB97M-V def2-TZVPD def2/J DEFGRID3
* xyz 0 1
C 2.135 4.054 -4.833
C 1.473 4.154 -3.458
N 2.447 4.148 -2.381
C 1.832 4.408 -1.091
C 1.433 5.882 -0.919
C 3.320 2.985 -2.358
C 2.601 1.640 -2.243
H 2.990 4.735 -4.920
H 1.477 4.343 -5.653
H 2.571 3.075 -5.040
H 0.907 5.083 -3.461
H 0.774 3.310 -3.365
H 0.974 3.765 -0.836
H 2.597 4.206 -0.333
H 1.085 6.093 0.095
H 2.288 6.525 -1.120
H 0.598 6.131 -1.576
H 4.064 3.037 -1.560
H 3.933 3.006 -3.264
H 1.953 1.591 -1.367
H 3.306 0.811 -2.154
H 1.968 1.419 -3.106
C -1.959 -1.904 -1.161
C -2.680 -3.171 -1.612
N -1.854 -4.382 -1.605
C -0.750 -4.316 -2.572
C 0.369 -5.285 -2.183
C -2.664 -5.554 -1.942
C -3.961 -5.696 -1.161
H -1.823 -1.844 -0.081
H -2.597 -1.055 -1.421
H -0.976 -1.757 -1.599
H -3.506 -3.305 -0.918
H -3.020 -3.047 -2.656
H -1.129 -4.552 -3.579
H -0.321 -3.320 -2.635
H 0.033 -6.313 -2.080
H 1.132 -5.268 -2.966
H 0.846 -4.912 -1.277
H -2.112 -6.490 -1.891
H -2.972 -5.491 -3.005
H -4.416 -6.666 -1.362
H -4.670 -4.898 -1.379
H -3.803 -5.649 -0.078
C -3.987 3.664 -0.120
C -3.607 2.249 0.277
C -2.584 1.937 -0.808
O -1.773 3.119 -0.775
C -2.597 4.240 -0.523
H -4.437 4.241 0.689
H -4.713 3.632 -0.932
H -4.411 1.512 0.192
H -3.063 2.174 1.217
H -2.992 1.803 -1.817
H -1.936 1.092 -0.577
H -2.685 4.884 -1.402
H -2.206 4.823 0.313
C -3.867 -0.430 2.937
C -4.884 -1.191 2.114
C -4.344 -2.614 2.229
O -2.935 -2.479 2.311
C -2.539 -1.153 2.653
H -4.147 -0.471 3.993
H -3.787 0.637 2.716
H -4.893 -0.809 1.090
H -5.892 -1.063 2.509
H -4.581 -3.221 1.355
H -4.749 -3.110 3.116
H -1.984 -0.749 1.800
H -1.871 -1.087 3.514
C -0.086 2.353 2.077
C -0.507 2.304 3.557
C 0.737 2.820 4.259
O 1.223 3.836 3.405
C 1.077 3.370 2.070
H -0.905 2.659 1.425
H 0.256 1.399 1.667
H -0.863 1.312 3.842
H -1.354 2.979 3.684
H 1.480 2.016 4.369
H 0.592 3.205 5.267
H 2.037 2.959 1.737
H 0.901 4.209 1.394
C 4.728 -2.726 1.940
O 3.606 -2.990 1.116
H 5.307 -1.914 1.507
H 4.400 -2.386 2.927
H 5.376 -3.597 2.046
H 3.071 -3.688 1.502
C 3.501 -2.969 -3.087
O 2.389 -2.203 -3.525
H 4.252 -2.337 -2.603
H 3.179 -3.740 -2.384
H 3.927 -3.452 -3.964
H 1.965 -1.841 -2.729
C 1.102 -0.830 -0.046
O 1.907 -1.764 -0.754
H 0.381 -1.285 0.635
H 1.789 -0.187 0.516
H 0.581 -0.184 -0.752
H 2.636 -2.046 -0.184
C 1.020 -1.569 3.916
O 0.324 -2.580 3.210
H 0.538 -0.598 3.789
H 1.030 -1.800 4.987
H 2.050 -1.472 3.562
H 0.920 -3.283 2.954
C 3.600 0.769 2.388
O 4.097 1.120 1.102
H 4.121 -0.014 2.937
H 3.673 1.666 3.013
H 2.536 0.560 2.284
H 4.980 0.764 0.980
*
```

## Properties
SMILES	CCN(CC)CC.CCN(CC)CC.C1CCOC1.C1CCOC1.C1CCOC1.CO.CO.CO.CO.CO
total energy	-50629.1863	eV
gap between HOMO and LUMO	8.03	eV
E_LUMO	0.1	eV

Atomic partial charges in e from the Mulliken method, atoms 1 to 5: -1.551, 0.049, 0.214, 0.166, -1.654